Below is the molecule C3H7N3O2 in a non-equilibrium geometry, with properties calculated with wB97M-V/def2-TZVPD.

Each line ends with the Mulliken charge.
CARTESIAN COORDINATES (ANGSTROEM)
H 2.12180 -2.40139 0.08048  0.276
N 1.46580 -2.66355 0.84156  -0.647
C 0.61962 -1.72023 0.92000  -0.080
N 0.51981 -0.75424 -0.01123  -0.506
C -0.18592 0.30554 0.17311  0.588
N -0.69551 0.77347 1.35495  -0.164
O -0.75571 2.19789 1.47737  -0.407
O -0.36959 1.16030 -0.89134  -0.326
C -0.17203 0.62550 -2.14618  -0.627
H -0.14630 -1.71595 1.67369  0.417
H -0.24144 0.46786 2.25085  0.317
H -1.70780 2.39947 1.63002  0.349
H 0.81621 0.17245 -2.25948  0.290
H -0.39134 1.41120 -2.85533  0.239
H -0.87763 -0.25832 -2.23847  0.281

Forces on the atoms, in the same order (eV/Å):
-0.508 -0.487 0.245
0.615 0.449 0.290
0.321 -1.295 0.200
-1.055 1.844 -1.134
1.695 0.808 -1.851
0.079 0.843 1.931
-0.972 -0.440 -0.127
-0.416 0.069 3.376
-0.588 -2.482 -0.928
-0.342 -0.449 0.670
-0.435 -0.023 -1.707
0.884 -0.317 -0.271
0.079 0.456 -0.103
0.057 -0.008 -0.169
0.586 1.032 -0.421

Total energy: -433.163235 a.u.
Max |F|: 0.0662 Eh/bohr
Energy above the lowest of the compared OMol25 structures with the same formula, charge and spin: 100.1 kcal per mole
HOMO energy: -9.2 eV
Spin multiplicity: 1
Total charge: 0
SMILES: [H]/N=C\N=C(/NO)OC
Gap between HOMO and LUMO: 9.77 eV